The following is a DFT calculation (ωB97M-V/def2-TZVPD) of a cluster of 11 separate species, C16H54N2O11 in total in a non-equilibrium geometry.

Geometry as ORCA input:
```
! RIJCOSX wB97M-V def2-TZVPD def2/J DEFGRID3
* xyz 0 1
O -3.91722 -4.71789 1.69130
O 0.60418 4.59221 2.38427
O -4.49098 2.47966 -0.33107
O 0.10850 2.54588 -2.09349
O 1.77405 2.83125 4.90372
O 6.89105 2.31445 1.55943
O 2.81260 3.85114 -1.73089
O -1.68965 5.01468 0.40799
O 0.03395 1.62492 -4.61737
O 0.09037 2.55674 0.60609
O 0.49123 -5.14887 2.39861
N 5.94656 0.39948 2.09545
N 6.40411 0.64823 0.12960
C 0.95004 -2.90626 1.64793
C -2.74982 -3.28135 0.20005
C 0.22277 0.23291 0.06127
C 1.51435 -4.26013 2.07461
C -1.25215 -0.13006 -4.06673
C 0.58396 -0.29361 -5.86920
C -2.60372 -3.18722 2.76300
C 0.81550 1.37173 0.95954
C -3.99819 0.12214 0.12495
C -3.98765 1.26213 -0.93746
C -3.48588 -3.46041 1.52520
C 2.34589 1.50306 0.83325
C 2.44821 -5.09189 1.07108
C -4.93023 0.80374 -2.16365
C 6.43379 1.17853 1.24719
C 0.21520 0.27250 -4.49485
H 5.46237 -0.38600 1.68474
H 6.26991 -0.34434 -0.00034
H 1.58713 -0.71989 -5.86262
H 2.97376 -5.88276 1.60626
H -1.20035 4.19212 0.39254
H -3.56835 -3.24508 -0.51884
H -3.16954 -3.03949 3.68286
H -5.98320 0.99089 -1.95310
H -1.85043 -3.95151 2.95415
H 0.60619 0.43064 -0.93972
H -5.38249 2.32816 -0.00882
H 2.73769 3.76038 -0.78095
H 0.15347 -2.58305 2.31808
H 2.04563 -4.10884 3.01427
H 2.74619 1.74922 -0.15025
H -3.55617 0.45093 1.06548
H -4.34968 -2.79602 1.54803
H -4.81908 -0.25145 -2.41335
H -2.44469 4.85544 -0.15838
H -2.04680 -4.04394 -0.13509
H 1.83513 -5.41422 0.22945
H -1.34425 0.11941 -3.00967
H 1.29127 5.15096 2.02103
H 0.91557 0.15368 -3.66813
H 2.12764 3.38914 4.21093
H -3.41089 -0.77057 -0.09009
H 6.41372 1.22652 -0.69842
H 0.58545 1.21294 2.01309
H 5.89760 0.72778 3.04934
H -4.08178 -4.70138 2.63695
H 1.11733 3.37540 5.33830
H -5.00407 -0.06242 0.50209
H 1.72059 -2.13641 1.68917
H 0.08297 -5.44566 1.58200
H 0.46255 -0.69503 0.58044
H -2.03927 0.35614 -4.64306
H -0.07886 5.20217 2.66293
H -0.86667 0.20264 0.07904
H -0.06263 2.43818 -1.15789
H -2.03537 -2.26233 2.66470
H 0.54200 -3.02651 0.64436
H 3.00353 4.77888 -1.86901
H 0.80251 3.20372 -2.13635
H -2.93694 1.39186 -1.19683
H -2.25276 -2.32478 0.36125
H 0.36018 3.24896 1.21407
H 3.16525 -4.32095 0.78891
H -1.47011 -1.18615 -4.22567
H 0.65417 0.48046 -6.63339
H 2.74793 2.25352 1.51389
H 2.82980 0.52716 0.87289
H 0.04621 1.99494 -3.73162
H -4.68700 1.39645 -3.04548
H -0.12316 -1.01762 -6.27402
*
```

Calculated values
- HOMO: -8.82 eV
- Gap between HOMO and LUMO: 8.640 eV
- Relative energy (zero: lowest compared OMol25 entry of this formula, charge and spin): 0.0000 eV
- SMILES: NC(N)=O.CC(C)O.CC(C)O.CC(C)O.CC(C)O.CC(C)O.O.O.O.O.O


The following is a DFT calculation (ωB97M-V/def2-TZVPD) of a cluster of 12 separate species, C16H56N12O12 in total in a non-equilibrium geometry.

Geometry as ORCA input:
```
! RIJCOSX wB97M-V def2-TZVPD def2/J DEFGRID3
* xyz 0 1
O -23.66500 -9.42900 12.98200
O -20.76000 -14.54200 12.90400
O -24.90500 -9.24500 10.17500
O -24.46300 -15.88000 11.88900
O -24.42000 -12.20700 12.16100
O -20.45000 -13.10600 10.68500
O -28.44400 -10.18100 8.29100
O -29.93500 -11.06300 12.42900
O -21.91800 -9.62900 15.66000
O -26.72200 -13.09500 14.19400
O -26.51400 -15.15700 8.84300
O -25.01000 -10.79400 7.08300
N -22.64500 -8.65100 10.49800
N -25.75100 -13.73400 11.05700
N -23.14800 -9.43500 8.59600
N -27.85400 -12.45400 8.85200
N -25.74100 -11.73500 10.25100
N -28.24500 -12.62100 11.82100
N -22.76300 -11.44300 14.59100
N -27.50300 -11.80900 6.79100
N -27.83900 -10.48900 11.47600
N -21.15000 -14.33200 15.23600
N -20.98200 -11.76700 15.77400
N -22.84800 -14.16200 13.84000
C -25.25700 -12.55100 11.13100
C -23.90600 -12.64200 7.58000
C -23.59900 -9.12600 9.78600
C -20.83800 -11.08100 11.91900
C -24.20500 -11.76100 6.44600
C -27.18900 -14.44000 14.40200
C -23.03800 -15.09100 10.16300
C -27.91700 -11.45300 8.01000
C -28.69100 -11.39300 11.86500
C -21.27600 -11.95000 10.81800
C -21.55900 -14.44400 14.01700
C -23.40200 -16.23400 11.06000
C -21.85400 -10.94500 15.32000
C -24.17400 -6.99800 12.98200
C -26.80800 -16.35000 9.56600
C -23.62400 -8.18800 13.73800
H -26.98600 -14.76000 15.39700
H -23.66600 -17.09900 10.46600
H -25.27100 -7.12700 12.85300
H -21.71100 -8.82500 10.26300
H -22.96400 -8.67300 11.46100
H -24.75800 -16.66800 12.32400
H -27.13900 -16.13400 10.59400
H -27.51100 -11.09100 6.06200
H -25.94000 -11.06400 6.95300
H -28.17500 -9.50100 11.38100
H -19.89500 -10.56000 11.70400
H -25.26800 -14.56400 11.49800
H -23.53600 -12.19500 8.49200
H -22.63200 -12.37700 14.17400
H -20.21300 -11.35900 16.34400
H -27.69000 -13.42000 8.55500
H -23.89900 -9.79600 7.99600
H -23.26200 -10.72900 14.05900
H -26.46500 -12.02800 9.56300
H -24.84700 -13.14800 7.89100
H -21.28200 -11.54700 9.78600
H -22.10800 -15.38500 9.77800
H -26.96600 -10.76800 10.99400
H -25.92200 -16.89500 9.58900
H -20.96900 -12.81400 15.52700
H -23.75300 -6.90900 11.91800
H -27.01300 -12.79400 13.31600
H -21.91100 -14.26100 15.95500
H -28.20500 -12.35200 9.83300
H -22.61600 -16.58100 11.73900
H -23.27000 -13.42700 7.22000
H -27.54400 -16.99000 9.10000
H -24.02500 -6.08000 13.53400
H -27.19900 -12.72100 6.43800
H -24.62100 -9.68200 12.96400
H -23.22300 -14.31400 12.92800
H -21.49500 -10.27500 12.10500
H -25.90200 -15.35900 8.11100
H -22.95800 -14.14500 10.62000
H -26.56000 -15.03200 13.80600
H -24.70800 -12.31800 5.61300
H -25.34000 -10.76800 10.15300
H -22.29700 -12.27800 10.99200
H -26.15400 -14.03500 10.08600
H -23.74400 -15.15200 9.28100
H -24.07000 -8.30200 14.73400
H -22.25900 -9.67700 8.25800
H -23.21400 -11.43300 6.09800
H -22.62700 -7.97300 13.89900
H -28.26300 -14.54000 14.17400
H -20.67300 -11.68300 12.78100
H -20.15300 -14.38900 15.49900
H -23.53500 -14.06000 14.61600
H -20.79400 -13.78400 11.25200
H -27.26700 -12.90700 11.52100
H -29.00600 -13.17800 12.19600
*
```

Calculated values
- HOMO: -8.14 eV
- Gap between HOMO and LUMO: 7.437 eV
- Relative energy (zero: lowest compared OMol25 entry of this formula, charge and spin): 9.0201 eV
- SMILES: NC(N)=O.NC(N)=O.NC(N)=O.NC(N)=O.NC(N)=O.NC(N)=O.CCO.CCO.CCO.CCO.CO.CO


The following is a DFT calculation (ωB97M-V/def2-TZVPD) of a cluster of 10 separate species, C16H56N4O10 in total in a non-equilibrium geometry.

Geometry as ORCA input:
```
! RIJCOSX wB97M-V def2-TZVPD def2/J DEFGRID3
* xyz 0 1
O -0.16739 -5.95394 -5.92073
O -0.04511 0.15259 1.14022
O 5.73993 1.30502 5.96862
O 0.52892 -5.14580 -1.67271
O 0.53839 6.07648 -0.70268
O 3.31053 -4.95294 1.41351
O -2.52875 -5.48877 0.97041
O 0.78968 1.94593 -5.07041
O -0.08262 4.14406 8.85913
O 3.99376 -0.04964 -0.58066
N -3.23455 2.27277 8.00576
N 2.41873 -6.57647 -8.41259
N -0.50718 -0.77223 -1.56995
N -1.10252 6.78852 -3.03725
C -1.25238 -0.44277 0.83758
C -1.49372 -5.60092 -5.94789
C 0.79122 3.10895 8.34134
C 1.87353 -6.45111 -7.09146
C 1.63463 5.45513 -0.02092
C -0.35159 5.19000 -1.26359
C 0.38207 -6.03630 -7.21201
C -1.65704 -0.37612 -0.68365
C 0.45908 -0.32158 2.40888
C -1.99732 2.95906 7.77821
C -3.00071 -1.11970 -1.10167
C -1.35636 3.62439 9.10268
C -1.53088 5.91026 -2.00537
C 2.84560 -5.42414 -6.37503
C -2.57857 4.92781 -2.60753
C -2.21628 3.98348 6.67848
H 3.41783 -6.62943 -8.27440
H -0.43583 6.20613 -3.52350
H 6.33094 0.94091 5.30955
H 0.28569 4.59212 -1.91513
H -0.81435 4.54003 -0.52096
H 3.88307 -5.72666 -6.51727
H -3.54681 -1.46156 -0.22248
H -1.32649 4.60836 6.60164
H 4.67896 -0.14625 0.08071
H -0.03671 -5.53486 -1.00569
H -2.98331 4.19637 -1.90803
H 0.33973 -0.58610 -1.05207
H 0.62900 2.22793 8.96230
H -3.72169 2.55452 7.16706
H 3.10139 -5.23488 0.52300
H 4.09971 -4.41985 1.31734
H 0.56465 -1.40499 2.46518
H 1.70846 2.05231 -4.82390
H -1.30494 2.82009 9.83655
H -1.99871 4.36785 9.57466
H -1.55442 -4.64281 -6.46406
H -1.96197 -5.57838 -4.96385
H -2.37645 -5.33638 1.90305
H -2.07050 0.00134 1.40465
H -2.35075 3.59299 5.66975
H 1.86758 -7.39687 -6.54960
H -2.20457 4.30264 -3.41833
H -1.81519 0.69670 -0.79385
H 6.05397 2.19890 6.10493
H 2.29654 6.28809 0.21605
H -1.25913 -1.50683 1.07387
H 3.32220 0.48288 -0.15444
H 1.83961 3.40003 8.27619
H -2.83550 -1.91733 -1.82596
H 0.38878 -5.08497 -7.74400
H 2.66615 -4.47428 -6.87868
H -0.41155 -1.77537 -1.50158
H 0.58595 2.75976 7.32939
H -0.16031 -6.74858 -7.83377
H -2.95794 4.72316 6.98000
H -3.36994 5.56561 -3.00129
H -2.13413 -6.31015 -6.47227
H -1.47686 2.11135 7.33256
H 0.16125 -5.44594 -2.50395
H -0.45278 7.45947 -2.65284
H 0.49310 1.18636 -4.56909
H 2.17629 -7.48849 -8.77251
H 2.09582 4.61087 -0.53340
H -0.13571 -0.07393 3.28809
H -2.14032 6.46614 -1.29285
H -3.47225 -5.37195 0.85910
H 2.72298 -5.24766 -5.30643
H -3.70709 2.80975 8.71883
H 1.41396 0.17700 2.57535
H -3.63637 -0.45091 -1.68199
H 1.32628 4.92378 0.87946
*
```

Calculated values
- HOMO: -9.32 eV
- Gap between HOMO and LUMO: 9.402 eV
- Relative energy (zero: lowest compared OMol25 entry of this formula, charge and spin): 3.6656 eV
- SMILES: COC[C@H](C)N.COC[C@H](C)N.COC[C@H](C)N.COC[C@H](C)N.O.O.O.O.O.O


The following is a DFT calculation (ωB97M-V/def2-TZVPD) of a cluster of 11 separate species, C16H57N3O11 in total in a non-equilibrium geometry.

Geometry as ORCA input:
```
! RIJCOSX wB97M-V def2-TZVPD def2/J DEFGRID3
* xyz 0 1
O -1.00159 0.43244 0.38730
O -2.11352 2.52709 2.71544
O -2.57347 -1.84538 -3.21227
O 4.57967 1.26663 -3.37860
O 3.13878 -3.26626 3.04011
O -3.50402 0.13199 -0.53705
O -1.16617 1.17584 -2.74117
O -0.50962 2.86290 -0.73400
O 0.52814 3.04421 2.02666
O -0.61094 -1.51710 -1.42972
O -3.16464 3.80667 0.65920
N -2.76849 -0.83368 2.20534
N 2.07542 0.98905 -0.59918
N 1.93872 -1.65223 5.44445
C 3.33863 0.94142 -1.30088
C -4.30081 0.92903 -1.47569
C -4.17591 -0.90851 0.15869
C -3.89597 -2.85078 1.79121
C -0.06270 4.12539 -1.19031
C 4.66640 1.34153 -4.80334
C 0.42523 -3.73319 -1.37374
C -1.15711 4.93724 -1.98303
C 0.57365 -2.26280 -1.54203
C 4.07869 -0.37948 -0.90582
C 3.83070 -3.55396 1.84259
C 2.61291 -1.88840 3.05756
C 1.43989 -1.75186 4.08595
C -3.20639 -1.63575 1.11238
C 3.27198 1.14216 -2.84203
C 0.49255 -0.56837 3.80751
H 0.06223 -3.99654 -0.38028
H -3.76166 1.80869 -1.82729
H -2.26378 -1.40776 -4.00863
H 3.20789 -3.28783 0.98855
H -2.99733 2.19977 2.88264
H -0.85837 5.91269 -2.36692
H -1.68917 2.52139 3.57342
H -4.22663 -3.56071 1.03308
H 2.64522 -2.36228 5.57408
H 2.08120 -1.81324 2.10901
H 1.06294 -2.00151 -2.48034
H 1.29798 -1.86091 -0.83356
H 5.68012 1.30050 -5.20181
H -2.58617 -1.44247 2.99034
H 3.83252 -0.63542 0.12471
H 2.77578 2.07582 -3.10698
H 4.77417 -3.01172 1.77978
H -0.80937 -0.33629 -0.15465
H 0.75764 -2.59762 4.00032
H 3.86548 1.80100 -0.88657
H -4.72423 0.31613 -2.27140
H -2.49601 3.53191 0.03177
H -1.90081 -1.73412 -2.53645
H -0.71802 0.39036 -2.42744
H -0.02199 -0.47113 2.85154
H -3.41421 -3.43972 2.57170
H -5.00791 -0.52047 0.74631
H -0.90777 1.86166 -2.12543
H -1.29945 4.41827 -2.93093
H 0.26754 4.82457 -0.42206
H -5.20270 1.26664 -0.96509
H 4.10132 0.49511 -5.19366
H 3.36952 -1.10516 3.10424
H -0.95302 1.24503 -0.12157
H 2.66783 0.34353 -3.27246
H 1.53575 1.80261 -0.85795
H -4.88078 -2.60537 2.18873
H 1.54933 0.13711 -0.73165
H 4.15571 2.25554 -5.10645
H 0.93348 0.39752 4.05399
H -0.37874 3.03200 2.33267
H -3.54256 -0.30850 2.58625
H 2.47235 -0.81081 5.60982
H -2.61905 -2.77247 -3.45727
H 0.87754 3.98954 -1.72474
H -0.30460 -0.73682 4.53158
H -0.29624 -4.09379 -2.10693
H -2.72493 3.77276 1.50874
H -2.11967 5.04228 -1.48249
H -1.86878 0.33582 0.78763
H 1.37551 -4.23131 -1.56592
H -4.55367 -1.68865 -0.50221
H 3.76023 -1.15914 -1.59777
H -2.42686 -2.02863 0.45963
H 4.03947 -4.62333 1.87383
H 5.16370 -0.39070 -1.00937
H 0.46204 2.95032 1.07636
*
```

Calculated values
- HOMO: -7.56 eV
- Gap between HOMO and LUMO: 6.294 eV
- Relative energy (zero: lowest compared OMol25 entry of this formula, charge and spin): 1.3717 eV


The following is a DFT calculation (ωB97M-V/def2-TZVPD) of a cluster of 13 separate species, C16H58N6O13 in total in a non-equilibrium geometry.

Geometry as ORCA input:
```
! RIJCOSX wB97M-V def2-TZVPD def2/J DEFGRID3
* xyz 0 1
O 15.06000 -16.80800 -18.13500
O 17.70400 -14.66200 -13.03000
O 14.10000 -11.26200 -10.92500
O 14.86600 -9.15300 -12.69400
O 13.60100 -14.21900 -16.17000
O 14.56000 -16.75400 -13.04600
O 17.90100 -11.11600 -13.40600
O 11.27500 -10.35800 -16.75100
O 17.48000 -13.24700 -17.67900
O 11.09500 -14.43500 -15.01800
O 11.72600 -15.60800 -10.00400
O 16.36800 -10.29800 -17.06100
O 13.33400 -14.94800 -19.83800
N 15.02100 -13.85300 -18.55200
N 20.08400 -14.61000 -13.43600
N 15.57200 -14.65800 -20.54000
N 15.73600 -15.80200 -11.18300
N 19.23700 -16.32300 -12.41200
N 13.80000 -16.80800 -10.82600
C 10.36700 -16.49800 -15.95300
C 13.69000 -9.27600 -13.45300
C 14.65400 -14.36100 -15.38000
C 10.98200 -15.82000 -14.73200
C 19.04500 -15.18100 -12.98700
C 16.68000 -11.80000 -13.29300
C 11.33700 -14.81800 -11.17200
C 13.57100 -12.60900 -10.84500
C 14.39900 -13.87700 -13.95700
C 14.70100 -16.46900 -11.66000
C 14.63200 -14.49500 -19.63300
C 17.80100 -15.42100 -16.69300
C 18.22200 -13.94900 -16.68700
C 15.38100 -11.02400 -16.42800
C 11.58400 -11.55600 -16.03900
C 13.84000 -17.12500 -17.44000
H 16.41200 -15.43800 -11.84100
H 15.78600 -15.43500 -10.23300
H 12.01600 -16.27000 -14.63700
H 14.75800 -10.41400 -15.75300
H 11.91600 -9.71800 -16.56400
H 13.03100 -17.36400 -11.28400
H 15.60300 -14.00100 -15.79800
H 11.12600 -16.59000 -16.79900
H 15.94000 -11.85100 -15.99000
H 13.95200 -8.77400 -14.35100
H 20.14600 -16.53500 -12.01200
H 13.57700 -10.58300 -10.44800
H 12.50100 -16.16200 -10.28200
H 18.16400 -16.01300 -17.56400
H 19.97000 -13.68000 -13.82700
H 10.35500 -13.98300 -14.59100
H 13.97200 -16.99900 -9.86800
H 18.65600 -11.66900 -13.21200
H 10.62000 -12.04000 -15.84200
H 12.74800 -14.32700 -15.70500
H 16.43600 -12.23100 -12.30400
H 12.90100 -8.73700 -13.20300
H 18.00800 -12.50900 -17.95300
H 12.53900 -12.65800 -11.16300
H 14.81600 -15.44700 -15.32700
H 15.18900 -15.82800 -17.97000
H 16.02600 -13.52700 -18.48700
H 10.82700 -15.46600 -11.84000
H 12.34400 -12.03800 -16.59700
H 9.83000 -17.40500 -15.79700
H 14.75400 -9.74400 -11.93100
H 13.58600 -12.96200 -9.82400
H 10.36700 -16.00400 -13.89400
H 18.32700 -15.91800 -15.86700
H 14.13000 -12.81800 -13.97800
H 14.76400 -11.55900 -17.13100
H 18.54500 -16.89500 -11.94300
H 21.03100 -14.90700 -13.18300
H 15.22400 -13.96200 -13.23700
H 10.70600 -13.99400 -10.93000
H 13.48200 -10.32500 -13.68700
H 15.25000 -15.12400 -21.42100
H 14.14100 -13.37300 -11.30900
H 16.76800 -12.73000 -13.91200
H 15.85500 -11.19100 -13.70900
H 13.64500 -14.34400 -13.44100
H 13.08800 -16.41800 -17.73200
H 19.36000 -13.97100 -16.97400
H 16.55300 -14.24100 -20.41800
H 14.41100 -13.69000 -17.75900
H 14.03000 -17.16700 -16.40800
H 16.71700 -15.65000 -16.63100
H 18.10800 -13.57800 -15.68800
H 9.54500 -15.90700 -16.28300
H 16.12200 -9.39300 -17.24700
H 13.62200 -18.22400 -17.62600
H 11.90800 -11.40000 -15.00900
H 12.09500 -14.41100 -11.81100
*
```

Calculated values
- HOMO: -8.07 eV
- Gap between HOMO and LUMO: 7.818 eV
- Relative energy (zero: lowest compared OMol25 entry of this formula, charge and spin): 4.8257 eV


Question: Which of these has the highest relative energy (zero: lowest compared OMol25 entry of this formula, charge and spin)?
Answer: C16H56N12O12


Question: Which formula does entry 5 have?
Answer: C16H58N6O13


Question: HOMO of number 3 (C16H56N4O10)?
Answer: -9.32 eV


Question: HOMO of number 2 (C16H56N12O12)?
Answer: -8.14 eV